No. 1
DFT (the ωB97M-V functional and the def2-TZVPD basis) results for a structure of composition C11H39HgN4O13 at a distorted geometry.

Each line ends with the Mulliken charge.
Geometry (Å):
Hg 2.250 3.554 0.801  0.9507
O 4.055 0.827 -1.554  -0.5681
O 2.149 -3.005 -3.172  -0.6715
O -0.026 3.603 1.363  -0.5224
O -2.630 0.271 -1.819  -0.3526
O -2.349 -4.349 1.905  -0.5606
O 0.099 -2.266 2.447  -0.5533
O -4.691 -1.916 -2.725  -0.5213
O -0.596 1.037 -5.175  -0.6711
O -1.343 2.454 6.603  -0.4710
O 6.036 0.410 0.892  -0.5636
O -1.793 2.599 -0.760  -0.5515
O 1.456 1.670 -0.727  -0.3752
O -1.085 2.586 3.730  -0.5902
N 0.452 -1.704 -2.736  -0.1052
N 1.441 -2.631 -1.039  -0.0019
N -0.121 2.045 -3.247  -0.2988
N 1.412 1.135 -4.186  -0.2737
C -3.936 0.044 -1.399  -0.2587
C -4.831 -0.514 -2.567  -0.6188
C -0.152 1.768 4.512  -0.0791
C 4.730 -0.336 -1.074  -0.2526
C 0.164 1.336 -4.257  0.6799
C 4.964 -0.428 0.383  -0.2547
C -0.983 -2.459 1.537  0.3435
C -0.834 1.330 5.792  -0.5715
C 0.916 0.644 0.021  0.6812
C -1.193 -3.941 1.254  -0.3986
C 1.435 -2.486 -2.356  0.5754
H -5.870 -0.251 -2.369  0.3783
H 0.482 2.045 -2.436  0.0022
H 1.825 1.180 -3.265  0.1201
H -0.262 -4.484 1.417  0.2797
H -0.941 3.616 1.085  0.1228
H 6.251 0.273 1.818  0.3118
H -0.158 0.780 6.447  0.3671
H -0.245 -1.445 -2.052  -0.0375
H -1.911 -2.130 2.004  0.4103
H -0.981 2.633 -0.255  0.3143
H 4.053 -1.161 -1.296  0.1782
H 0.802 2.277 4.644  0.2899
H -5.466 -2.343 -3.098  0.2922
H -1.909 2.130 3.541  0.3112
H 0.893 -2.425 1.932  0.3625
H 0.385 -1.392 -3.694  0.1823
H 1.801 0.654 -4.985  0.2544
H 2.194 -3.210 -0.697  0.2177
H 4.110 -0.245 1.035  0.1521
H 0.099 0.185 -0.536  -0.6974
H -4.785 0.013 -3.521  0.3483
H -3.077 -4.398 1.282  0.3308
H -1.087 2.176 -2.985  0.2165
H 0.699 -2.308 -0.435  -0.2834
H -1.568 0.632 5.391  0.3002
H 1.609 -0.191 0.131  0.1743
H -0.061 3.734 2.311  0.3478
H -2.275 3.382 -0.492  0.2595
H -1.830 2.972 5.958  0.3288
H 3.140 0.871 -1.267  0.1640
H -3.788 -0.788 -0.710  0.1924
H 5.363 -1.435 0.504  0.3129
H 5.697 -0.528 -1.537  0.3860
H -2.250 0.861 -1.164  0.1778
H -4.270 0.938 -0.873  0.3999
H 0.081 0.951 3.830  0.1127
H 0.586 0.910 1.025  0.3703
H -1.496 -3.927 0.207  0.3455
H -0.838 -1.831 0.658  -0.4411

Cartesian forces (eV/Å) of the 6 atoms listed first:
-0.29 -1.75 -1.87
1.19 0.60 -0.22
1.87 -0.74 -0.06
0.71 0.36 -0.04
1.61 0.41 -0.97
-0.40 -1.10 1.44

Calculated values
Net charge: +1
Spin multiplicity: 1
E_LUMO (eV): -8.98
Electronic energy (eV): -48777.2973

***

No. 2
DFT (the ωB97M-V functional and the def2-TZVPD basis) results for a cluster of 8 separate species, C11H39NO8 in total at a distorted geometry.

Each line ends with the Mulliken charge.
Geometry (Å):
O -4.375 -3.729 0.621  -0.5508
O -0.026 3.809 -2.345  -0.3281
O 1.058 0.062 0.123  -0.4843
O 3.441 -0.358 1.324  -0.5342
O -0.884 -3.517 -1.366  -0.4351
O -1.426 -1.437 -3.035  -0.4826
O -2.927 0.727 4.318  -0.5322
O 2.013 -0.827 3.932  -0.4348
N 2.344 2.240 -1.371  -0.6532
C -3.807 -2.434 0.427  -0.3091
C 0.452 -3.901 -1.516  -0.5361
C 2.539 4.682 -1.496  -1.4627
C 1.842 3.513 -0.788  0.3838
C -0.228 -0.528 0.388  -0.3928
C -3.510 0.213 3.138  -0.4863
C -2.513 -2.022 -3.769  -0.6225
C 2.891 -1.175 4.974  -0.6123
C 3.920 -1.327 0.367  -0.6914
C -1.386 4.092 -2.536  -0.7625
C 0.330 3.608 -0.983  -0.3457
H -1.545 3.967 -3.607  0.2556
H -1.661 5.114 -2.252  0.2873
H 1.099 -3.484 -0.737  0.1158
H 0.847 -3.744 -2.525  0.2689
H -0.263 -0.980 1.382  0.3487
H 0.523 -4.988 -1.402  0.2784
H -4.556 0.523 3.144  0.3264
H -1.001 0.231 0.284  0.2862
H -3.200 -2.487 -3.068  0.1928
H 3.252 -2.179 0.384  0.2863
H 2.513 -0.624 3.132  0.3324
H 2.115 4.931 -2.463  0.2666
H -2.023 3.391 -1.984  0.2959
H 4.928 -1.673 0.619  0.3105
H 2.080 3.444 0.273  0.4301
H 1.717 -0.488 0.581  0.1932
H -4.184 -2.212 -0.572  0.1492
H 1.912 2.085 -2.279  0.3080
H 2.401 5.560 -0.853  0.3504
H -1.102 -2.719 -1.889  0.3202
H -0.315 -1.315 -0.364  0.0154
H -4.301 -1.702 1.071  0.2140
H -4.341 -4.000 1.542  0.2799
H 3.608 4.483 -1.526  0.4095
H -2.072 0.304 4.442  0.2981
H 3.817 -0.593 4.956  0.2512
H -2.192 -2.772 -4.497  0.2903
H -3.455 -0.874 3.058  0.1856
H -3.100 0.638 2.214  0.2225
H -0.077 4.455 -0.415  0.4197
H -0.137 2.677 -0.643  0.0479
H 4.103 0.324 1.462  0.2415
H 1.898 1.532 -0.776  0.2753
H 4.095 -0.764 -0.552  0.2658
H 3.069 -2.249 5.081  0.2514
H -3.018 -1.227 -4.323  0.3040
H -2.720 -2.391 0.476  0.1941
H 2.421 -0.880 5.920  0.2382
H -0.885 -1.005 -3.703  0.2655

Cartesian forces (eV/Å) of the 6 atoms listed first:
0.23 -0.21 0.22
0.66 -0.12 0.14
-0.36 -0.34 0.73
0.09 -0.73 0.51
-0.62 0.13 0.07
-0.30 -0.18 -0.56

Calculated values
Energy above the lowest of the compared OMol25 structures with the same formula, charge and spin (kcal/mol): 4.74
SMILES string: COC[C@H](C)N.CO.CO.CO.CO.CO.CO.CO
Spin multiplicity: 1
E_LUMO (eV): 0.42
Electronic energy (eV): -29905.4238

***

No. 3
DFT (the ωB97M-V functional and the def2-TZVPD basis) results for a structure of composition C11H3Cl5MnN2O3S3.

Each line ends with the Mulliken spin population.
Geometry (Å):
Mn -0.107 0.126 -0.108  4.9256
Cl 1.813 -1.357 2.475  0.0066
Cl -2.236 -2.164 -0.974  0.0123
Cl -0.355 -6.289 1.987  0.0007
Cl 1.724 -4.375 3.305  0.0009
Cl -2.342 -5.194 -0.156  0.0008
S -2.199 1.404 0.505  0.0510
S 1.587 0.180 -2.389  -0.0278
S 0.584 2.395 0.724  0.0555
O 0.112 0.332 -2.331  0.0288
O 1.996 -0.328 -1.069  0.0200
O 2.083 -0.554 -3.529  0.0043
N -4.074 4.685 0.689  0.0032
N -0.029 6.100 0.969  0.0031
C -0.304 -4.617 1.530  0.0101
C -0.697 5.162 0.867  -0.0014
C -0.225 -1.882 0.793  0.1293
C 0.622 -3.759 2.117  -0.0098
C -1.116 2.736 0.668  -0.0144
C 0.639 -2.421 1.731  -0.0961
C -1.577 4.054 0.742  0.0081
C -2.962 4.372 0.711  -0.0035
C -1.125 -2.778 0.237  -0.1069
C -1.191 -4.126 0.576  -0.0054
C 2.247 1.834 -2.511  0.0057
H 3.079 1.920 -1.816  0.0007
H 2.580 2.007 -3.531  -0.0006
H 1.473 2.537 -2.215  -0.0008

Cartesian forces (eV/Å) of the 6 atoms listed first:
0.01 0.16 0.11
-0.05 -0.05 -0.05
0.05 -0.08 0.06
0.00 0.03 -0.01
0.01 0.00 0.00
0.00 0.01 -0.01

Calculated values
Energy above the lowest of the compared OMol25 structures with the same formula, charge and spin (kcal/mol): 0.00
Net charge: -2
⟨S²⟩: 8.756
Spin multiplicity: 6
E_LUMO (spin up / spin down) (eV): 3.95 / 3.95
Electronic energy (eV): -147021.0166

***

No. 4
DFT (the ωB97M-V functional and the def2-TZVPD basis) results for a structure of composition C11H44Br3InO11 at a distorted geometry.

Each line ends with the Mulliken charge.
Geometry (Å):
In -1.033 0.857 -0.097  0.8945
Br -3.522 0.966 0.547  -0.4141
Br 0.526 0.237 1.710  -0.3872
Br -0.472 3.475 0.153  -0.4335
O 2.619 0.049 -1.688  -0.0499
O 1.676 -1.490 -3.943  -0.4463
O 0.513 -2.719 -0.578  -0.3708
O 1.972 3.441 4.654  -0.5324
O -4.590 4.743 5.506  -0.4911
O -0.401 -3.811 1.967  -0.5149
O -0.443 -0.265 -1.599  0.2259
O -0.502 -3.104 -4.630  -0.4453
O 2.904 -3.869 0.936  -0.5304
O -1.734 3.109 -2.598  -0.4646
O -0.690 2.811 3.827  -0.4149
C 3.457 1.137 -1.841  -0.7703
C -3.035 3.000 -3.284  -0.5786
C -4.031 4.293 6.703  -0.5358
C 2.384 3.343 3.354  -0.2352
C -1.520 -2.661 -5.558  -0.5969
C 0.220 -3.744 -1.658  -0.4138
C -1.842 2.000 4.033  -0.0878
C -0.208 -3.059 3.184  -0.4924
C 3.129 -1.598 -3.901  -0.4701
C 3.739 -2.931 0.227  -0.0739
C -1.466 -0.451 -2.618  0.3409
H 1.146 -4.352 -1.762  0.2523
H -0.182 -1.069 -1.169  0.1687
H -3.031 3.497 -4.302  0.2138
H 4.488 0.865 -1.687  0.3012
H 0.202 -3.111 0.269  0.2245
H 3.553 -0.681 -3.540  0.0994
H -4.252 3.238 6.902  0.2605
H -1.138 -2.167 -6.481  0.2695
H 2.082 -3.383 1.218  0.2383
H -0.273 2.520 3.025  0.1278
H -0.286 -3.566 4.148  0.3709
H 1.291 -1.269 -3.072  0.2546
H -0.567 -4.429 -1.377  0.3226
H 3.104 1.995 -1.185  0.1859
H 3.541 -2.456 -3.297  0.2226
H -1.042 -1.000 -3.465  -0.1579
H 1.762 0.396 -1.405  -0.0148
H 4.183 -3.420 -0.678  0.2220
H -1.657 3.715 -1.851  0.2316
H 3.463 3.021 3.322  0.2461
H 3.465 -1.773 -4.978  0.2633
H -2.684 2.641 4.048  -0.1018
H -1.891 0.545 -2.761  -0.3221
H 3.088 -2.211 -0.230  -0.1883
H 1.088 3.861 4.683  0.3361
H -2.135 1.185 3.314  0.0498
H 2.352 4.321 2.924  0.2542
H 0.387 -2.827 -4.996  0.2849
H -3.881 3.389 -2.665  0.2701
H -2.069 -3.575 -5.834  0.2438
H -0.917 -2.232 3.189  0.1516
H 0.821 -2.641 3.155  0.1769
H -3.228 1.977 -3.379  0.2202
H -0.151 -3.346 -2.605  0.1120
H -4.333 4.846 7.615  0.2663
H -2.936 4.190 6.648  0.2150
H -4.220 4.251 4.804  0.2746
H 4.413 -2.525 0.972  0.2950
H -2.245 -1.085 -2.168  0.4046
H -1.691 1.527 4.975  0.3047
H 3.343 1.422 -2.927  0.2939
H 1.848 2.578 2.729  -0.0543
H -2.277 -1.929 -5.112  0.2242
H -0.185 -4.693 2.181  0.2748

Cartesian forces (eV/Å) of the 6 atoms listed first:
-1.65 4.05 3.23
0.92 -0.39 -0.56
0.19 -0.55 0.01
0.04 -1.04 -0.05
-1.37 -1.21 1.23
0.67 -0.39 0.12

Calculated values
Spin multiplicity: 1
E_LUMO (eV): -0.89
Electronic energy (eV): -249941.6305